*a*
The following is a quantum chemistry calculation of 2 unconnected molecules or ions with the total composition C3H8NS, from the Open Molecules 2025 dataset.

Computed properties:
Orbital gap: 6.46 eV

The geometry in ORCA input format:
```
! RIJCOSX wB97M-V def2-TZVPD def2/J DEFGRID3
* xyz -1 1
C -1.797 0.978 0.922
S -0.214 0.665 1.932
H -1.988 0.203 0.195
H -1.613 1.749 0.180
H -2.614 1.195 1.601
C 0.385 -1.964 -1.544
C 1.065 0.404 -1.429
N 1.318 -0.763 -1.978
H 0.945 -2.569 -0.849
H -0.644 -1.872 -1.128
H 0.202 -2.357 -2.560
H 1.855 1.151 -1.357
H 0.130 0.700 -0.845
*
```

*b*
The following is a quantum chemistry calculation of a gas-phase ion, C3H8NS (charge -1), from the Open Molecules 2025 dataset.

Computed properties:
Orbital gap: 6.22 eV
SMILES string: CNCC[S-]

The geometry in ORCA input format:
```
! RIJCOSX wB97M-V def2-TZVPD def2/J DEFGRID3
* xyz -1 1
C -1.078 1.168 1.127
N -0.764 -0.182 0.560
C 0.037 -0.135 -0.725
C 1.044 -1.195 -0.883
S 2.511 -0.550 -1.745
H -2.101 1.704 0.883
H -0.444 1.976 0.913
H -0.938 1.042 2.296
H -0.165 -0.639 1.229
H -0.606 -0.361 -1.559
H 0.561 0.818 -0.934
H 0.567 -2.102 -1.346
H 1.376 -1.541 0.182
*
```

The most stable arrangement is *b*, and the next structure is 0.0260 hartree less stable.

*a*
The following is a quantum chemistry calculation of 2 unconnected molecules or ions with the total composition C3H8NS, from the Open Molecules 2025 dataset.

Computed properties:
Orbital gap: 6.76 eV

The geometry in ORCA input format:
```
! RIJCOSX wB97M-V def2-TZVPD def2/J DEFGRID3
* xyz -1 1
C 0.169 -2.486 -0.463
S 1.788 -1.707 -0.799
H 0.302 -3.384 0.154
H -0.354 -2.777 -1.374
H -0.443 -1.813 0.139
C -0.849 1.960 1.194
C -0.459 1.248 0.127
N 0.726 1.247 -0.524
H -0.260 2.810 1.514
H -1.903 1.909 1.423
H -1.200 0.579 -0.287
H 1.280 2.055 -0.285
H 1.203 0.358 -0.820
*
```

*b*
The following is a quantum chemistry calculation of 2 unconnected molecules or ions with the total composition C3H8NS, from the Open Molecules 2025 dataset.

Computed properties:
Orbital gap: 6.47 eV

The geometry in ORCA input format:
```
! RIJCOSX wB97M-V def2-TZVPD def2/J DEFGRID3
* xyz -1 1
C -0.038 1.296 -2.272
C -0.077 1.312 -0.934
N 0.533 0.441 -0.070
C -0.151 0.107 1.180
H 0.413 0.452 -2.780
H -0.491 2.089 -2.847
H -0.611 2.114 -0.426
H 0.930 -0.374 -0.516
H 0.468 -0.578 1.753
H -0.289 1.023 1.764
H -1.122 -0.361 1.011
S 0.154 -3.195 1.720
H 0.280 -4.326 2.419
*
```

*c*
The following is a quantum chemistry calculation of 2 unconnected molecules or ions with the total composition C3H8NS, from the Open Molecules 2025 dataset.

Computed properties:
Orbital gap: 6.49 eV

The geometry in ORCA input format:
```
! RIJCOSX wB97M-V def2-TZVPD def2/J DEFGRID3
* xyz -1 1
C -0.573 2.482 -1.000
S -1.539 2.244 0.619
H -0.956 3.377 -1.344
H -0.786 1.724 -1.828
H 0.563 2.557 -0.888
C -0.032 -2.580 0.830
C 0.873 -1.607 0.490
N 0.730 -0.326 0.184
H -1.113 -2.530 1.056
H 0.264 -3.760 0.612
H 1.874 -1.864 0.532
H -0.237 -0.069 -0.148
H 0.933 0.351 0.886
*
```

*d*
The following is a quantum chemistry calculation of a gas-phase ion, C3H8NS (charge -1), from the Open Molecules 2025 dataset.

Computed properties:
Orbital gap: 6.17 eV
SMILES string: NCCC[S-]

The geometry in ORCA input format:
```
! RIJCOSX wB97M-V def2-TZVPD def2/J DEFGRID3
* xyz -1 1
N -0.031 -0.105 2.110
C -0.111 -0.651 0.756
C 0.196 0.500 -0.281
C -0.275 0.187 -1.716
S -1.913 0.726 -2.211
H 0.415 -0.756 2.752
H 0.681 0.624 2.097
H 0.574 -1.424 0.428
H -1.139 -0.846 0.441
H -0.095 1.491 0.082
H 1.298 0.547 -0.271
H -0.121 -0.898 -1.836
H 0.520 0.605 -2.351
*
```

The most stable arrangement is *b*, and the next structure is 0.0025 hartree less stable.

*a*
The following is a quantum chemistry calculation of a single C2H8N4 molecule, from the Open Molecules 2025 dataset.

Computed properties:
Orbital gap: 9.94 eV
SMILES string: [H]/N=N/CC(N)N

The geometry in ORCA input format:
```
! RIJCOSX wB97M-V def2-TZVPD def2/J DEFGRID3
* xyz 0 1
H 3.225 -1.369 -1.165
N 2.537 -1.284 -0.397
N 1.593 -0.538 -0.693
C 0.522 -0.461 0.481
C -0.766 -0.015 -0.158
N -0.806 1.292 -0.708
N -1.701 0.043 1.104
H 0.925 0.256 1.202
H 0.436 -1.459 0.919
H -1.165 -0.755 -0.854
H -0.067 1.877 -0.327
H -0.668 1.260 -1.715
H -1.459 0.886 1.619
H -2.607 0.268 0.692
*
```

*b*
The following is a quantum chemistry calculation of 2 unconnected molecules or ions with the total composition C2H8N4, from the Open Molecules 2025 dataset.

Computed properties:
Orbital gap: 9.69 eV

The geometry in ORCA input format:
```
! RIJCOSX wB97M-V def2-TZVPD def2/J DEFGRID3
* xyz 0 1
C 0.594 1.426 1.273
C 1.413 1.644 0.289
N -1.726 -0.032 -0.639
N -0.711 -1.768 0.354
N -0.183 -1.092 -1.821
N -0.847 -0.942 -0.795
H 0.759 0.886 2.246
H -0.369 1.805 1.127
H 2.451 1.162 0.305
H -2.014 0.222 -1.557
H 1.153 2.290 -0.541
H -1.284 -1.495 1.139
H 0.271 -2.245 0.457
H 0.494 -1.861 -1.840
*
```

The most stable arrangement is *a*, and the next structure is 0.1032 hartree less stable.

*a*
The following is a quantum chemistry calculation of 2 unconnected molecules or ions with the total composition C2H8N4, from the Open Molecules 2025 dataset.

Computed properties:
Orbital gap: 8.94 eV
SMILES string: N=C(N)N.C=N

The geometry in ORCA input format:
```
! RIJCOSX wB97M-V def2-TZVPD def2/J DEFGRID3
* xyz 0 1
N 0.437 -0.716 -0.823
C 1.255 -0.172 0.027
N 0.737 0.576 1.025
N 2.622 -0.121 -0.161
H 0.848 -1.380 -1.466
H -0.329 0.678 0.954
H 1.304 1.314 1.407
H 3.032 -0.857 -0.714
H 3.184 0.183 0.618
C -3.034 0.248 -0.150
N -1.821 0.199 0.144
H -3.555 -0.465 -0.808
H -3.714 0.903 0.403
H -0.966 -0.391 -0.457
*
```

*b*
The following is a quantum chemistry calculation of 2 unconnected molecules or ions with the total composition C2H8N4, from the Open Molecules 2025 dataset.

Computed properties:
Orbital gap: 10.33 eV
SMILES string: N=C=N.NCN

The geometry in ORCA input format:
```
! RIJCOSX wB97M-V def2-TZVPD def2/J DEFGRID3
* xyz 0 1
N -1.936 -1.409 -2.256
C -0.811 -1.192 -1.838
N 0.239 -1.213 -1.250
H -2.162 -1.674 -3.197
H 0.741 -0.401 -0.898
N 0.952 1.147 0.109
C 0.021 0.929 1.225
N 0.183 -0.343 1.868
H 0.798 2.048 -0.329
H 1.921 1.081 0.406
H 0.212 1.688 2.004
H -1.031 1.005 0.824
H 1.155 -0.598 1.999
H -0.281 -1.069 1.334
*
```

The most stable arrangement is *b*, and the next structure is 0.0077 hartree less stable.

*a*
The following is a quantum chemistry calculation of 3 unconnected molecules or ions with the total composition C3H14NO2, from the Open Molecules 2025 dataset.

Computed properties:
Orbital gap: 13.12 eV

The geometry in ORCA input format:
```
! RIJCOSX wB97M-V def2-TZVPD def2/J DEFGRID3
* xyz 1 1
C -0.927 -0.801 -1.531
C -1.112 0.050 -0.282
N 0.163 0.261 0.442
C 0.075 0.997 1.750
H -0.237 -0.305 -2.200
H -1.908 -0.923 -1.991
H -0.500 -1.756 -1.266
H -1.779 -0.373 0.440
H -1.461 1.041 -0.569
H 0.625 -0.638 0.650
H 0.886 0.762 -0.086
H -0.714 0.552 2.357
H 1.035 0.907 2.243
H -0.166 2.030 1.539
H 2.037 2.615 -1.278
H 1.152 2.192 -2.469
O 1.304 2.040 -1.523
H -0.228 -3.072 1.505
H 1.281 -3.054 1.147
O 0.473 -2.525 1.124
*
```

*b*
The following is a quantum chemistry calculation of 3 unconnected molecules or ions with the total composition C3H14NO2, from the Open Molecules 2025 dataset.

Computed properties:
Orbital gap: 12.14 eV

The geometry in ORCA input format:
```
! RIJCOSX wB97M-V def2-TZVPD def2/J DEFGRID3
* xyz 1 1
C 2.298 0.723 1.381
C 0.908 0.227 1.687
C -0.122 1.367 1.645
N 0.501 -0.737 0.566
H 3.066 -0.038 1.505
H 2.333 1.306 0.465
H 2.540 1.482 2.136
H 0.674 -0.336 2.586
H -0.123 1.899 0.690
H 0.150 2.089 2.409
H -1.126 0.969 1.793
H 1.081 -1.558 0.397
H -0.419 -1.162 0.758
H 0.199 -0.291 -0.313
H -3.851 -0.501 -3.499
H -2.607 -1.188 -4.025
O -3.194 -1.168 -3.260
H -0.184 -1.251 -2.795
H -1.541 -0.896 -2.145
O -0.583 -0.936 -1.979
*
```

The most stable arrangement is *a*, and the next structure is 0.0109 hartree less stable.

*a*
The following is a quantum chemistry calculation of 2 unconnected molecules or ions with the total composition C2H2ClNO2, from the Open Molecules 2025 dataset.

Computed properties:
Orbital gap: 9.67 eV
SMILES string: C#CCl.O=NO

The geometry in ORCA input format:
```
! RIJCOSX wB97M-V def2-TZVPD def2/J DEFGRID3
* xyz 0 1
C -0.852 1.067 -0.045
C -2.007 0.745 -0.063
Cl -3.482 0.141 0.136
H 0.112 1.068 -0.426
O 2.622 0.315 0.178
N 1.699 -0.257 -0.320
O 1.215 -1.300 0.569
H 0.693 -1.778 -0.029
*
```

*b*
The following is a quantum chemistry calculation of a single C2H2ClNO2 molecule, from the Open Molecules 2025 dataset.

Computed properties:
Orbital gap (alpha / beta): 8.99 / 8.98 eV
SMILES string: C=C(Cl)[N+](=O)[O-]

The geometry in ORCA input format:
```
! RIJCOSX wB97M-V def2-TZVPD def2/J DEFGRID3
* xyz 0 1
C 1.221 0.304 0.006
C -0.095 0.492 -0.098
Cl -1.058 1.910 0.026
N -0.967 -0.634 -0.022
O -0.215 -1.855 -0.036
O -2.136 -0.694 0.157
H 1.841 1.165 -0.002
H 1.409 -0.688 -0.031
*
```

The most stable arrangement is *b*, and the next structure is 0.0167 hartree less stable.